{
  "formula": "C7H2ClN4O4",
  "method": "wB97M-V/def2-TZVPD",
  "total_charge": -1,
  "e_homo_ev": -4.7329,
  "e_above_lowest_kj_mol": 0.0,
  "multiplicity": 1,
  "e_tot_ev": -33958.38822,
  "lumo_energy_ha": 0.0284,
  "elements": ["Cl", "N", "C", "C", "C", "C", "N", "O", "O", "C", "C", "N", "O", "O", "N", "C", "H", "H"],
  "positions_angstrom": [[-0.2747, 0.7066, -3.2345], [-1.2231, 3.2998, 2.1715], [-1.0473, 2.3306, 1.5305], [-0.7015, 1.1449, 0.7913], [-1.4147, 0.4053, -0.1483], [-0.7842, -0.6898, -0.7882], [-1.6752, -1.5999, -1.4709], [-2.9215, -1.4801, -1.5257], [-1.0953, -2.5953, -1.9447], [0.5473, -1.0595, -0.5653], [1.1879, -0.3951, 0.4545], [2.5264, -0.4556, 0.8728], [3.4743, -1.1810, 0.5984], [2.6934, 0.6686, 1.7303], [1.5403, 1.4370, 1.8124], [0.6272, 0.7266, 1.0940], [-2.4531, 0.6605, -0.3313], [0.9938, -1.9238, -1.0469]],
  "nbo_charge": [-0.89, -0.31, 0.29, -0.22, -0.07, 0.11, 0.51, -0.38, -0.38, -0.12, -0.03, 0.41, -0.38, -0.16, -0.12, 0.20, 0.27, 0.28]
}

{
  "formula": "C27H13BrCl64N",
  "method": "wB97M-V/def2-TZVPD",
  "total_charge": 1,
  "e_homo_ev": -11.9021,
  "multiplicity": 1,
  "e_tot_ev": -901164.75921,
  "lumo_energy_ha": -0.1427,
  "elements": ["Br", "C", "C", "C", "C", "C", "C", "C", "C", "C", "N", "C", "C", "H", "H", "H", "H", "H", "H", "H", "H", "H", "H", "H", "H", "H", "C", "Cl", "Cl", "Cl", "Cl", "C", "Cl", "Cl", "Cl", "Cl", "C", "Cl", "Cl", "Cl", "Cl", "C", "Cl", "Cl", "Cl", "Cl", "C", "Cl", "Cl", "Cl", "Cl", "C", "Cl", "Cl", "Cl", "Cl", "C", "Cl", "Cl", "Cl", "Cl", "C", "Cl", "Cl", "Cl", "Cl", "C", "Cl", "Cl", "Cl", "Cl", "C", "Cl", "Cl", "Cl", "Cl", "C", "Cl", "Cl", "Cl", "Cl", "C", "Cl", "Cl", "Cl", "Cl", "C", "Cl", "Cl", "Cl", "Cl", "C", "Cl", "Cl", "Cl", "Cl", "C", "Cl", "Cl", "Cl", "Cl", "C", "Cl", "Cl", "Cl", "Cl"],
  "positions_angstrom": [[1.8390, 6.7422, 0.4950], [1.6440, 4.8220, 0.1790], [2.7387, 3.8842, 0.7045], [2.0857, 2.5142, 0.9074], [1.8971, 1.6972, -0.1948], [1.2673, 0.4469, -0.0407], [0.8458, 0.1026, 1.2376], [1.0623, 0.9092, 2.3523], [1.6983, 2.1285, 2.1943], [0.3209, 4.5068, 0.8285], [-0.6524, 4.2192, 0.0612], [-0.2643, 4.2888, -1.3650], [1.2352, 4.6438, -1.3229], [3.5747, 3.8192, 0.0066], [3.1464, 4.2553, 1.6471], [2.2153, 1.9658, -1.1909], [1.0967, -0.1997, -0.9128], [0.3559, -0.8481, 1.3498], [0.7375, 0.6405, 3.3501], [1.8989, 2.8142, 3.0111], [0.1518, 4.4856, 1.9016], [-1.5714, 3.9709, 0.4095], [-0.9278, 5.0191, -1.8337], [-0.5278, 3.3217, -1.8010], [1.7110, 3.8393, -1.8800], [1.3276, 5.5436, -1.9273], [3.8822, -0.2492, -3.4458], [3.2366, -1.2760, -4.7247], [2.7642, -0.2700, -2.0603], [5.4576, -0.8517, -2.9375], [4.0411, 1.4132, -4.0394], [-3.2728, -0.6367, 2.2622], [-3.8659, -0.8274, 3.9132], [-4.2617, 0.5626, 1.4147], [-1.5800, -0.0838, 2.2928], [-3.3652, -2.1818, 1.4195], [2.5230, -5.3379, -4.7756], [1.7524, -4.2413, -5.9338], [4.1109, -5.8128, -5.3819], [2.7087, -4.5159, -3.2178], [1.5089, -6.7641, -4.5658], [8.7737, -2.9772, -2.7392], [10.5305, -2.9132, -2.8795], [8.0524, -3.0970, -4.3481], [8.3045, -4.3809, -1.7783], [8.1959, -1.5004, -1.9449], [-6.4999, -4.9920, 1.8020], [-7.8382, -4.7610, 0.6656], [-6.7860, -6.4331, 2.7754], [-4.9901, -5.1782, 0.8941], [-6.3830, -3.5823, 2.8630], [0.5742, -1.0904, -8.4668], [0.1472, 0.5830, -8.8459], [-0.8988, -2.0520, -8.3134], [1.5836, -1.7503, -9.7533], [1.4704, -1.1310, -6.9352], [0.9361, 10.8026, 0.2426], [0.3344, 9.8817, -1.1464], [-0.1686, 10.6106, 1.6038], [2.5385, 10.1991, 0.7026], [1.0557, 12.5056, -0.1885], [-0.0310, -5.9853, -10.0780], [0.5383, -5.3419, -8.5323], [0.2158, -7.7332, -10.1137], [-1.7525, -5.6274, -10.2649], [0.8728, -5.2346, -11.3982], [-7.5912, -9.7166, 0.1806], [-8.8899, -10.3825, -0.8148], [-7.6543, -7.9512, 0.1348], [-7.7919, -10.2672, 1.8479], [-6.0308, -10.2719, -0.4385], [-0.9668, -9.0395, -2.3822], [-1.0816, -8.6996, -4.1189], [-0.3556, -10.6779, -2.1463], [0.1257, -7.8879, -1.6075], [-2.5722, -8.8958, -1.6574], [0.2955, 13.2036, 4.8278], [-0.4888, 14.6531, 4.1944], [-0.9135, 11.9304, 5.0615], [1.5146, 12.6488, 3.6730], [1.0623, 13.5715, 6.3736], [-10.3150, -13.4481, 3.7878], [-9.5668, -15.0482, 3.7881], [-9.8558, -12.5893, 5.2674], [-9.7538, -12.5314, 2.3849], [-12.0715, -13.6159, 3.7166], [-14.1548, -10.0857, 4.4714], [-14.7119, -11.1046, 3.1380], [-15.3061, -10.1843, 5.8075], [-12.5699, -10.6426, 5.0163], [-14.0350, -8.4103, 3.9189], [5.0558, 15.2308, 4.0905], [5.7337, 13.6033, 3.9670], [5.5941, 15.9837, 5.5949], [5.5895, 16.2059, 2.7173], [3.2948, 15.1023, 4.0870], [9.2339, -2.3217, 1.9758], [10.1154, -0.9435, 1.3059], [10.0194, -3.8205, 1.4761], [9.2287, -2.2175, 3.7391], [7.5667, -2.2982, 1.3800], [5.7848, 10.7270, 6.6080], [4.4205, 11.0602, 5.5360], [5.4639, 9.2571, 7.5365], [7.2488, 10.5064, 5.6410], [6.0066, 12.0865, 7.7110]],
  "mulliken_charge": [-0.04, 0.97, -1.43, 0.27, -0.05, -0.54, -0.88, -0.96, -0.27, -0.72, 0.10, -0.49, -0.66, 0.39, 0.49, 0.35, 0.78, 0.69, 0.60, 0.54, 0.53, 0.28, 0.32, 0.34, 0.04, 0.55, 0.16, 0.03, -0.22, 0.08, -0.15, 0.28, -0.10, -0.12, -0.09, -0.02, 0.22, 0.04, -0.09, -0.09, -0.01, 0.36, -0.09, -0.08, -0.08, -0.10, 0.30, -0.10, -0.04, -0.07, -0.10, 0.24, -0.11, -0.07, -0.07, -0.05, 0.26, -0.10, -0.05, -0.09, -0.07, 0.26, 0.01, -0.10, -0.10, -0.09, 0.32, -0.11, -0.02, -0.11, -0.08, 0.31, -0.09, -0.09, -0.09, -0.05, 0.25, -0.08, -0.11, 0.03, -0.06, 0.30, -0.10, -0.12, -0.03, -0.06, 0.33, -0.10, -0.10, -0.03, -0.10, 0.29, -0.05, -0.10, -0.10, -0.04, 0.32, -0.09, -0.07, -0.10, -0.06, 0.26, 0.00, -0.11, -0.09, -0.07]
}

{
  "formula": "C13H11ClN2O",
  "method": "wB97M-V/def2-TZVPD",
  "total_charge": 0,
  "e_homo_ev": -8.7750,
  "smiles": "O=C(Cc1ccccc1)Nc1ccc(Cl)cn1",
  "multiplicity": 1,
  "e_tot_ev": -31210.34623,
  "lumo_energy_ha": 0.0172,
  "elements": ["O", "C", "C", "C", "C", "C", "C", "C", "C", "N", "C", "C", "C", "C", "Cl", "C", "N", "H", "H", "H", "H", "H", "H", "H", "H", "H", "H", "H"],
  "positions_angstrom": [[3.6757, -0.2027, 2.0379], [2.5925, -0.3947, 1.5363], [2.3168, -1.5802, 0.6288], [1.5533, -1.2264, -0.6184], [0.5683, -2.0707, -1.1149], [-0.1456, -1.7296, -2.2497], [0.1173, -0.5385, -2.9034], [1.1141, 0.2975, -2.4302], [1.8322, -0.0475, -1.2999], [1.5758, 0.4996, 1.7636], [0.2715, 0.5438, 1.2902], [-0.5730, -0.5684, 1.2663], [-1.8469, -0.4142, 0.7588], [-2.2400, 0.8417, 0.3118], [-3.8084, 1.0794, -0.3605], [-1.3554, 1.9032, 0.4390], [-0.1380, 1.7519, 0.9181], [3.2978, -1.9851, 0.3608], [1.7959, -2.3555, 1.1947], [0.3549, -3.0016, -0.6086], [-0.9124, -2.3932, -2.6211], [-0.4481, -0.2660, -3.7818], [1.3335, 1.2225, -2.9419], [2.6123, 0.6066, -0.9379], [1.8988, 1.3858, 2.1381], [-0.2509, -1.5183, 1.6569], [-2.5305, -1.2475, 0.7152], [-1.6306, 2.9064, 0.1462]],
  "nbo_charge": [-0.59, 0.70, -0.54, -0.03, -0.16, -0.22, -0.22, -0.19, -0.23, -0.63, 0.37, -0.25, -0.17, -0.11, 0.02, 0.04, -0.43, 0.26, 0.23, 0.20, 0.21, 0.22, 0.22, 0.22, 0.42, 0.22, 0.23, 0.21]
}

{
  "formula": "C23H22N3",
  "method": "wB97M-V/def2-TZVPD",
  "total_charge": 1,
  "e_homo_ev": -11.2550,
  "e_above_lowest_kj_mol": 0.0,
  "smiles": "Cn1c(-c2ccccc2)cnc1[NH2+]Cc1ccc(-c2ccccc2)cc1",
  "multiplicity": 1,
  "e_tot_ev": -28672.48120,
  "lumo_energy_ha": -0.1111,
  "elements": ["C", "N", "C", "C", "C", "C", "C", "C", "C", "C", "N", "C", "N", "C", "C", "C", "C", "C", "C", "C", "C", "C", "C", "C", "C", "C", "H", "H", "H", "H", "H", "H", "H", "H", "H", "H", "H", "H", "H", "H", "H", "H", "H", "H", "H", "H", "H", "H"],
  "positions_angstrom": [[1.0407, 2.7105, 1.8050], [1.4374, 1.9660, 0.6405], [0.7213, 1.8133, -0.5246], [-0.6406, 2.2861, -0.7363], [-1.0240, 3.6005, -0.4811], [-2.3295, 3.9980, -0.7095], [-3.2607, 3.0918, -1.1882], [-2.8829, 1.7841, -1.4500], [-1.5799, 1.3806, -1.2302], [1.5203, 1.0734, -1.3679], [2.6855, 0.7684, -0.7571], [2.6072, 1.3113, 0.4279], [3.6157, 1.0139, 1.4235], [3.1861, -0.0811, 2.4113], [2.1193, -0.9158, 1.7690], [2.4435, -1.7951, 0.7397], [1.4473, -2.4122, 0.0123], [0.1025, -2.1695, 0.2933], [-0.9586, -2.7476, -0.5396], [-0.8233, -2.7671, -1.9269], [-1.8295, -3.2841, -2.7212], [-2.9779, -3.7986, -2.1419], [-3.1186, -3.7889, -0.7639], [-2.1201, -3.2609, 0.0333], [-0.2141, -1.3407, 1.3686], [0.7811, -0.7175, 2.0928], [1.4390, 3.7278, 1.7708], [-0.0467, 2.7666, 1.8326], [1.3907, 2.2228, 2.7134], [-0.2970, 4.3227, -0.1398], [-2.6177, 5.0200, -0.5172], [-4.2777, 3.4059, -1.3634], [-3.6045, 1.0762, -1.8274], [-1.2816, 0.3610, -1.4247], [1.3261, 0.7646, -2.3729], [3.9415, 1.8474, 1.9258], [4.3890, 0.6454, 0.8536], [4.0733, -0.6648, 2.6579], [2.8118, 0.3996, 3.3155], [3.4780, -1.9842, 0.4950], [1.7103, -3.0887, -0.7853], [0.0653, -2.3532, -2.3819], [-1.7172, -3.2871, -3.7948], [-3.7599, -4.2080, -2.7627], [-4.0088, -4.1956, -0.3086], [-2.2258, -3.2738, 1.1081], [-1.2486, -1.1540, 1.6123], [0.5123, -0.0696, 2.9149]],
  "nbo_charge": [-0.42, -0.32, 0.12, -0.03, -0.21, -0.20, -0.19, -0.19, -0.21, -0.07, -0.43, 0.42, -0.52, -0.23, -0.11, -0.17, -0.19, -0.04, 0.00, -0.22, -0.20, -0.20, -0.20, -0.21, -0.15, -0.20, 0.22, 0.26, 0.20, 0.21, 0.23, 0.23, 0.23, 0.22, 0.23, 0.44, 0.47, 0.24, 0.23, 0.22, 0.23, 0.21, 0.22, 0.22, 0.22, 0.21, 0.22, 0.21]
}

{
  "formula": "C5H10O2",
  "method": "wB97M-V/def2-TZVPD",
  "total_charge": 0,
  "e_homo_ev": -8.6824,
  "e_above_lowest_kj_mol": 296.8,
  "smiles": "C=C/C(O)=C/C.O",
  "multiplicity": 1,
  "e_tot_ev": -9439.96651,
  "lumo_energy_ha": 0.0172,
  "elements": ["C", "C", "C", "O", "C", "C", "H", "H", "H", "H", "H", "H", "H", "H", "O", "H", "H"],
  "positions_angstrom": [[0.7061, 1.1104, 1.8181], [-0.3692, 0.6487, 1.1683], [-0.5570, 0.5643, -0.2672], [-1.6555, -0.2582, -0.6599], [0.4080, 0.6695, -1.2100], [0.1696, 0.1537, -2.5979], [1.3751, 1.6668, 1.1569], [1.0084, 0.7166, 2.7907], [-1.0871, 0.1265, 1.8013], [-2.3486, 0.4045, -0.8643], [1.3827, 0.9989, -0.8564], [0.9960, 0.4768, -3.2518], [-0.7668, 0.6609, -2.8412], [0.1489, -0.9287, -2.6748], [0.1852, -2.6046, 2.4764], [-0.5356, -2.1727, 2.0107], [0.9399, -2.2334, 2.0010]],
  "nbo_charge": [-0.38, -0.24, 0.19, -0.71, -0.17, -0.65, 0.19, 0.22, 0.21, 0.47, 0.20, 0.21, 0.22, 0.23, -0.93, 0.47, 0.47]
}

{
  "formula": "C4H8NO3",
  "method": "wB97M-V/def2-TZVPD",
  "total_charge": -1,
  "e_homo_ev": -4.7037,
  "e_above_lowest_kj_mol": 6.7,
  "multiplicity": 1,
  "e_tot_ev": -11913.22470,
  "lumo_energy_ha": 0.1487,
  "elements": ["C", "C", "O", "O", "H", "H", "H", "C", "C", "O", "N", "H", "H", "H", "H", "H"],
  "positions_angstrom": [[2.0805, -2.5721, -0.9743], [1.3915, -1.3845, -0.2672], [2.1299, -0.4360, 0.0531], [0.1477, -1.4998, -0.0933], [3.0380, -2.2606, -1.3683], [1.3987, -2.9616, -1.7385], [2.1990, -3.4376, -0.3120], [-0.1951, 1.7350, 0.9237], [-1.5640, 1.6149, 0.3281], [-2.2854, 2.5847, 0.1249], [-1.9469, 0.3475, 0.0422], [-2.7451, 0.2647, -0.5690], [-1.2432, -0.3994, -0.0553], [-0.1063, 2.6209, 1.5594], [0.5508, 1.8143, 0.1251], [0.0944, 0.8484, 1.4905]],
  "nbo_charge": [-0.74, 0.78, -0.77, -0.83, 0.20, 0.20, 0.20, -0.72, 0.67, -0.68, -0.84, 0.37, 0.45, 0.21, 0.25, 0.25]
}

multiplicity of number 3 (C13H11ClN2O)?
1